A 6-piece molecular cluster, C27H46NO10 overall. Source: OMol25; level of theory: ωB97M-V with the def2-TZVPD basis set.

Positions of all 84 atoms, in Å:
C (1.215, -0.833, 0.813)
C (1.384, 0.277, 1.869)
C (0.712, 1.573, 1.387)
C (-0.724, 1.607, 1.897)
N (-1.552, 2.464, 0.981)
C (-2.973, 2.228, 1.196)
C (-3.447, 0.927, 0.561)
C (-4.625, 0.265, 1.304)
H (0.450, -0.523, 0.109)
H (0.907, -1.774, 1.261)
H (2.156, -0.964, 0.282)
H (0.848, -0.030, 2.762)
H (2.427, 0.423, 2.138)
H (0.735, 1.588, 0.283)
H (1.279, 2.429, 1.770)
H (-1.069, 0.573, 1.799)
H (-1.411, 3.413, 1.308)
H (-3.538, 3.038, 0.728)
H (-3.222, 2.247, 2.264)
H (-3.735, 1.128, -0.467)
H (-2.630, 0.216, 0.503)
H (-4.300, -0.681, 1.726)
H (-5.437, 0.087, 0.603)
H (-5.010, 0.911, 2.082)
O (5.382, -2.676, 2.386)
C (5.580, -2.446, 1.228)
O (4.764, -1.677, 0.476)
C (5.197, -1.668, -0.894)
C (6.666, -2.062, -0.855)
C (6.711, -2.980, 0.364)
H (4.583, -2.384, -1.446)
H (5.043, -0.678, -1.314)
H (7.009, -2.518, -1.781)
H (7.279, -1.178, -0.668)
H (6.483, -4.015, 0.105)
H (7.654, -2.935, 0.900)
O (3.538, 3.681, -2.755)
C (3.017, 4.381, -1.935)
O (3.665, 5.428, -1.360)
C (2.836, 6.021, -0.344)
C (1.411, 5.628, -0.708)
C (1.623, 4.264, -1.359)
H (3.139, 5.620, 0.625)
H (2.996, 7.097, -0.347)
H (0.738, 5.610, 0.147)
H (1.009, 6.331, -1.441)
H (1.613, 3.456, -0.624)
H (0.900, 4.054, -2.141)
O (5.336, -1.124, -4.581)
C (4.151, -1.304, -4.532)
O (3.600, -2.422, -4.008)
C (2.160, -2.380, -4.155)
C (1.823, -0.906, -4.326)
C (3.066, -0.372, -5.033)
H (1.885, -2.977, -5.024)
H (1.705, -2.816, -3.276)
H (0.893, -0.742, -4.865)
H (1.733, -0.432, -3.347)
H (3.004, -0.466, -6.118)
H (3.293, 0.656, -4.762)
O (-5.532, 3.426, 4.177)
C (-6.406, 2.631, 4.329)
O (-7.109, 2.097, 3.293)
C (-8.166, 1.265, 3.787)
C (-7.737, 0.860, 5.193)
C (-6.941, 2.085, 5.640)
H (-9.093, 1.844, 3.787)
H (-8.280, 0.414, 3.119)
H (-8.575, 0.609, 5.840)
H (-7.078, -0.007, 5.141)
H (-7.578, 2.844, 6.095)
H (-6.122, 1.841, 6.311)
O (-0.085, -4.516, -3.946)
C (-0.386, -4.708, -2.802)
O (0.375, -4.263, -1.779)
C (-0.168, -4.695, -0.518)
C (-1.636, -4.984, -0.803)
C (-1.593, -5.447, -2.260)
H (0.378, -5.586, -0.199)
H (-0.018, -3.907, 0.215)
H (-2.069, -5.707, -0.115)
H (-2.212, -4.061, -0.728)
H (-1.409, -6.519, -2.350)
H (-2.486, -5.180, -2.818)

Values from the calculation:
* spin multiplicity: 1
* total charge: -1
* HOMO energy: -0.035 Eh
* HOMO-LUMO gap: 3.27 eV

Here are the Mulliken charges for atoms 1 to 8, given in e: C -0.79; C -1.02; C 0.64; C -1.47; N -0.06; C -0.82; C -0.16; C -0.65